{"formula": "C2H12N4", "method": "ωB97M-V/def2-TZVPD", "symbols": ["N", "C", "N", "H", "H", "H", "H", "H", "H", "N", "C", "N", "H", "H", "H", "H", "H", "H"], "coordinates": [[0.3644, -3.2553, -1.8836], [0.2202, -1.7765, -1.5476], [-0.9345, -1.1956, -2.1782], [-0.5273, -3.8450, -2.1015], [0.8943, -3.3344, -2.7633], [0.0808, -1.7696, -0.4531], [1.1621, -1.3903, -1.9466], [-1.9268, -1.5022, -1.9136], [-0.9433, -1.0358, -3.2132], [1.0928, 2.7634, 2.2996], [0.1633, 2.2140, 1.3407], [-0.8588, 1.3635, 1.9996], [0.6175, 3.0668, 3.1578], [1.9252, 2.1653, 2.5198], [-0.1710, 3.1610, 0.9027], [0.6639, 1.5819, 0.5841], [-1.4128, 1.9684, 2.5513], [-0.4098, 0.8203, 2.6452]], "mulliken_charge": [-0.554, -1.492, -0.559, 0.255, 0.315, 0.492, 0.550, 0.379, 0.167, -1.460, -0.633, -1.208, 0.497, 0.539, 0.366, 0.157, 0.474, 0.713], "s_squared": 0.75, "e_tot_ha": -302.3045, "multiplicity": 2, "total_charge": -1, "e_homo_ev": [1.54, -4.90], "e_above_lowest_kj_mol": 101.8}

{"formula": "C5H12NO", "method": "ωB97M-V/def2-TZVPD", "symbols": ["C", "N", "C", "C", "C", "O", "C", "H", "H", "H", "H", "H", "H", "H", "H", "H", "H", "H", "H"], "coordinates": [[2.9748, 1.7621, -0.3685], [3.5457, 0.5632, 0.1856], [-0.8973, -0.2249, 0.0942], [-2.0385, -1.2315, -0.0564], [-3.4585, -0.6823, 0.2621], [-3.8816, 0.2812, -0.5470], [0.5397, -0.6584, -0.0676], [2.2722, 1.4636, -1.1728], [3.6628, 2.4953, -0.8439], [2.2871, 2.3111, 0.3333], [4.2909, 0.8774, 0.8155], [-1.1146, 0.5166, 0.8653], [-1.6682, -0.5821, -0.9874], [-1.7456, -2.2806, 0.0388], [-4.1118, -1.6076, 0.2732], [-3.3887, -0.5261, 1.4040], [0.7091, -1.2151, -0.9945], [0.7734, -1.4214, 0.6996], [1.2492, 0.1594, 0.0666]], "mulliken_charge": [-0.834, -0.708, -0.260, -0.266, -0.339, -0.878, -0.797, 0.189, 0.258, 0.158, -0.071, 0.288, -0.151, 0.429, 0.171, 0.109, 0.332, 0.223, 0.147], "s_squared": 0.75, "e_tot_ha": -327.4002, "multiplicity": 2, "total_charge": -2, "e_homo_ev": [1.29, 1.29], "e_above_lowest_kj_mol": 351.5}

{"formula": "C24H27AsN2ORuS2", "method": "ωB97M-V/def2-TZVPD", "symbols": ["Ru", "N", "C", "C", "C", "C", "C", "C", "C", "C", "N", "C", "H", "H", "H", "H", "H", "H", "H", "H", "C", "As", "C", "C", "S", "H", "H", "H", "H", "H", "H", "H", "H", "H", "O", "S", "C", "C", "C", "C", "C", "C", "C", "C", "C", "C", "C", "C", "H", "H", "H", "H", "H", "H", "H", "H", "H", "H"], "coordinates": [[-0.3036, -0.6821, 0.6583], [1.1679, -1.7758, -0.2470], [2.1039, -2.2271, 0.7938], [3.3679, -2.7040, 0.5591], [4.1656, -3.1087, 1.6467], [3.6901, -3.0297, 2.9294], [2.3891, -2.5277, 3.1808], [1.8189, -2.4077, 4.4621], [0.5396, -1.8723, 4.6206], [-0.1548, -1.4322, 3.5161], [0.3373, -1.5564, 2.2584], [1.5966, -2.1339, 2.0861], [1.6254, -1.2136, -0.9745], [0.7787, -2.5927, -0.7254], [3.7573, -2.7799, -0.4502], [5.1603, -3.4889, 1.4564], [4.3027, -3.3479, 3.7642], [2.3844, -2.7181, 5.3347], [0.0979, -1.7715, 5.6026], [-1.1260, -0.9616, 3.6114], [-4.9227, -2.1615, -1.1522], [-3.9738, -1.6699, 0.4355], [-4.3275, 0.1374, 0.9677], [-4.2541, -2.9377, 1.8435], [-1.7977, -1.9305, -0.2624], [-5.9828, -2.1680, -0.8840], [-4.6209, -3.1598, -1.4663], [-4.7415, -1.4297, -1.9369], [-5.2631, 0.1151, 1.5312], [-4.4475, 0.7570, 0.0810], [-3.5394, 0.5250, 1.6099], [-5.2424, -2.7231, 2.2575], [-3.5001, -2.8328, 2.6199], [-4.2407, -3.9433, 1.4257], [-0.1840, 0.9081, -0.2935], [0.9559, 2.0867, -0.5387], [0.0551, 3.4831, -0.9822], [-0.7154, 3.5782, -2.1525], [-1.2891, 4.7965, -2.4493], [-1.0809, 5.8941, -1.6091], [-0.3097, 5.7869, -0.4554], [0.2616, 4.5679, -0.1231], [1.7976, 1.4476, -1.9454], [1.1567, 0.7165, -2.9487], [1.9002, 0.3264, -4.0500], [3.2463, 0.6803, -4.1490], [3.8661, 1.4066, -3.1410], [3.1454, 1.7911, -2.0174], [-0.8410, 2.7353, -2.8192], [-1.8835, 4.9104, -3.3455], [-1.5219, 6.8480, -1.8686], [-0.1489, 6.6481, 0.1788], [0.8691, 4.4675, 0.7680], [0.1020, 0.4767, -2.8836], [1.4297, -0.2328, -4.8478], [3.8111, 0.3896, -5.0250], [4.9096, 1.6786, -3.2261], [3.6230, 2.3625, -1.2293]], "mulliken_charge": [0.843, -0.141, 0.372, -0.620, -0.785, -0.975, 0.585, -0.174, -0.943, -0.148, 0.015, 0.713, 0.240, 0.394, 0.526, 0.462, 0.487, 0.532, 0.442, 0.562, -1.021, 0.571, -0.981, -0.905, -0.151, 0.432, 0.424, 0.410, 0.433, 0.384, 0.377, 0.431, 0.337, 0.392, -0.464, -0.001, 0.936, -0.199, -0.728, -0.433, -0.765, -0.410, 1.025, -0.262, -0.813, -0.583, -0.718, -0.560, 0.358, 0.447, 0.453, 0.447, 0.423, 0.422, 0.469, 0.475, 0.477, 0.487], "e_tot_ha": -4240.9746, "total_charge": 4, "e_homo_ev": -19.56}

{"formula": "C3H5NO", "method": "ωB97M-V/def2-TZVPD", "symbols": ["C", "O", "C", "C", "N", "H", "H", "H", "H", "H"], "coordinates": [[1.1857, 0.5563, 0.2910], [0.2047, 0.8278, -0.6877], [-1.0260, 0.1939, -0.4998], [-0.9398, -1.2697, -0.2958], [-0.9359, -2.4130, -0.1270], [0.9498, 1.0065, 1.2665], [2.1106, 0.9924, -0.0859], [1.3266, -0.5246, 0.4298], [-1.5928, 0.3733, -1.4176], [-1.6001, 0.6065, 0.3460]], "mulliken_charge": [-0.685, -0.319, -0.209, 0.240, -0.364, 0.285, 0.219, 0.316, 0.247, 0.270], "e_tot_ha": -247.2657, "smiles": "COCC#N", "e_homo_ev": -10.86, "e_above_lowest_kj_mol": 109.1}

{"formula": "C40H34Cl4N9O3V", "method": "ωB97M-V/def2-TZVPD", "symbols": ["V", "Cl", "C", "C", "C", "N", "C", "O", "C", "C", "C", "C", "C", "N", "C", "C", "C", "Cl", "N", "C", "O", "C", "C", "C", "C", "C", "N", "H", "H", "H", "H", "H", "H", "H", "H", "H", "H", "Cl", "C", "C", "C", "Cl", "C", "C", "C", "C", "N", "C", "C", "O", "H", "H", "H", "H", "N", "C", "C", "C", "C", "C", "C", "H", "H", "H", "H", "H", "H", "H", "C", "C", "N", "C", "N", "C", "C", "C", "N", "C", "H", "H", "H", "H", "H", "H", "H", "H", "H", "H", "H", "H", "H"], "coordinates": [[0.0266, 0.3893, -0.5912], [-0.3361, 3.7599, 5.3900], [0.1108, 2.5923, 4.1840], [-0.1316, 2.8857, 2.8509], [0.2052, 1.9714, 1.8540], [-0.0601, 2.1298, 0.5071], [-0.8046, 3.1149, 0.0168], [-1.3262, 4.0977, 0.5631], [-1.0395, 2.9436, -1.4643], [-1.5982, 3.9854, -2.1927], [-1.7404, 3.8464, -3.5626], [-1.3183, 2.6651, -4.1599], [-0.8017, 1.6645, -3.3557], [-0.6769, 1.7866, -2.0376], [0.8154, 0.7478, 2.2085], [1.0399, 0.4765, 3.5524], [0.6863, 1.3872, 4.5372], [0.9861, 0.9845, 6.1995], [1.1016, -0.1928, 1.2094], [2.3206, -0.7528, 1.2880], [3.2463, -0.4380, 2.0459], [2.6026, -1.8634, 0.2960], [3.9064, -2.0235, -0.1769], [4.1578, -3.0026, -1.1176], [3.1085, -3.8089, -1.5389], [1.8557, -3.5915, -0.9890], [1.5990, -2.6386, -0.1003], [-0.6035, 3.8147, 2.5794], [-1.8905, 4.8753, -1.6549], [-2.1638, 4.6445, -4.1579], [-1.3936, 2.5107, -5.2272], [-0.4953, 0.7127, -3.7779], [1.5162, -0.4499, 3.8369], [4.6798, -1.3748, 0.2079], [5.1523, -3.1362, -1.5242], [3.2536, -4.5845, -2.2791], [1.0083, -4.2023, -1.2849], [-0.5675, -3.4304, -3.8741], [0.7843, -2.3522, -3.7126], [1.8585, -2.4784, -4.5919], [2.9513, -1.6618, -4.4729], [4.2897, -1.8602, -5.5708], [3.0081, -0.6624, -3.4744], [4.0880, 0.2244, -3.2726], [4.0225, 1.1432, -2.2591], [2.8769, 1.2007, -1.4524], [1.8524, 0.3924, -1.6215], [1.9093, -0.5472, -2.6000], [0.7682, -1.4226, -2.6677], [-0.1601, -1.3126, -1.7930], [1.8246, -3.2355, -5.3620], [4.9544, 0.1603, -3.9149], [4.8369, 1.8273, -2.0696], [2.7890, 1.9188, -0.6446], [-1.0210, -2.5454, 1.5125], [-2.3200, -2.9270, 1.4050], [-2.8665, -3.2573, 0.1538], [-4.1814, -3.6648, 0.0513], [-5.0016, -3.7484, 1.1703], [-4.4674, -3.4232, 2.4090], [-3.1501, -3.0217, 2.5325], [-0.7039, -2.0820, 2.3458], [-0.4657, -2.3551, 0.6873], [-2.2395, -3.1742, -0.7265], [-4.5762, -3.9274, -0.9239], [-6.0318, -4.0672, 1.0785], [-5.0871, -3.4783, 3.2965], [-2.7473, -2.7663, 3.5053], [-5.0334, -1.1375, -2.7515], [-3.6665, -0.7393, -3.2725], [-2.7716, -0.4915, -2.1710], [-3.1600, -0.0233, -0.9506], [-2.2434, 0.1965, -0.0459], [-2.6595, 0.5748, 1.2997], [-4.1267, 0.3012, 1.5934], [-4.9383, 0.8574, 0.4423], [-4.5020, 0.2000, -0.7723], [-5.4917, -0.0502, -1.7974], [-4.9568, -2.0813, -2.2106], [-5.7523, -1.2554, -3.5643], [-3.7648, 0.1603, -3.9015], [-3.2284, -1.5217, -3.8948], [-1.8658, -0.9554, -2.1574], [-2.4643, 1.6428, 1.4530], [-2.0246, 0.0397, 2.0109], [-4.4108, 0.7709, 2.5361], [-4.3159, -0.7698, 1.6703], [-4.8125, 1.9464, 0.3682], [-6.0041, 0.6501, 0.5669], [-5.7096, 0.8702, -2.3617], [-6.4184, -0.3489, -1.2971]], "mulliken_charge": [-0.455, -0.252, 0.013, -1.147, 0.090, 0.610, 0.196, -0.845, 0.371, -0.757, -0.514, -0.925, -0.506, 0.796, -0.349, -0.568, -0.143, -0.256, 1.409, -0.292, -0.761, 0.453, -1.057, -0.328, -0.889, -0.323, -0.066, 0.640, 0.572, 0.426, 0.490, 0.511, 0.571, 0.504, 0.421, 0.416, 0.735, -0.277, 0.713, -0.658, 0.787, -0.314, 0.132, -1.119, -1.314, -0.447, 0.996, -0.438, -0.660, 0.890, 0.503, 0.458, 0.459, 0.497, -0.175, 0.304, -0.227, -0.388, -0.708, -0.538, -0.362, 0.191, -0.463, 0.405, 0.432, 0.381, 0.355, 0.390, -0.163, -0.859, 1.136, -1.141, 1.637, -1.024, -0.359, -0.899, 0.542, -0.741, -0.160, 0.426, 0.318, 0.283, -0.473, 0.209, -0.025, 0.451, -0.126, 0.214, 0.541, 0.179, 0.440], "s_squared": 3.77, "e_tot_ha": -5048.3247, "multiplicity": 4, "total_charge": -1, "e_homo_ev": [-3.70, -4.64], "e_above_lowest_kj_mol": 0.0}

{"formula": "C6H15N3", "method": "ωB97M-V/def2-TZVPD", "symbols": ["C", "C", "C", "C", "N", "C", "N", "N", "C", "H", "H", "H", "H", "H", "H", "H", "H", "H", "H", "H", "H", "H", "H", "H"], "coordinates": [[0.9734, 0.2674, -0.4464], [2.3183, -0.1214, -1.0389], [0.7688, 1.7775, -0.4210], [-1.0929, 0.4924, 2.3007], [0.7607, -0.3400, 0.8076], [-0.6429, -0.4255, 1.1992], [-0.2394, -0.3678, -1.3431], [-1.9521, -1.9859, -0.0817], [-1.5406, -0.6494, 0.1218], [1.1438, -1.2802, 0.8077], [-0.8222, 0.2870, -1.8592], [0.1138, -1.0280, -2.0323], [-2.7526, -2.1118, -0.6873], [-1.1677, -2.5672, -0.3520], [-2.3970, 0.0332, 0.0132], [2.5009, 0.4009, -1.9772], [2.3645, -1.1972, -1.2100], [3.1067, 0.1424, -0.3323], [-0.1695, 2.0506, 0.0534], [0.7691, 2.1827, -1.4342], [1.5885, 2.2326, 0.1344], [-1.4339, 1.4751, 1.9495], [-1.9278, 0.0356, 2.8317], [-0.2698, 0.6971, 2.9966]], "mulliken_charge": [1.282, -1.767, -1.572, -1.463, -0.364, -0.221, -0.524, -0.418, -0.068, 0.291, 0.270, 0.249, 0.252, 0.286, 0.416, 0.392, 0.455, 0.380, 0.350, 0.399, 0.358, 0.272, 0.386, 0.359], "e_tot_ha": -401.7467, "e_homo_ev": [-5.75, -5.75], "e_above_lowest_kj_mol": 369.0}